[1]
Below is a structure of composition C42H39CaF6N2O4P3S3Se2, with properties calculated with wB97M-V/def2-TZVPD.

Positions of all 102 atoms, in Å:
C -2.55 2.91 0.92
C 2.73 2.14 -2.09
C -4.05 -2.95 1.48
O -1.85 -3.46 2.99
O -2.36 -1.94 5.69
C 3.28 2.90 1.32
H 2.27 1.85 2.88
C 0.70 4.51 4.50
C 3.38 -6.78 -1.42
N 0.88 1.32 0.48
H -3.83 -4.41 -4.13
H 0.02 -7.15 -1.35
F -4.14 0.50 5.17
C 3.92 2.25 -2.80
C 2.09 0.69 1.06
C -0.19 -3.69 -3.10
C -2.41 -4.42 -2.53
H 0.62 3.00 6.02
H 0.73 5.77 2.77
C 2.87 1.61 2.00
H 3.76 1.08 2.34
H -0.79 0.26 -3.39
C -0.95 1.31 -3.18
C 1.08 -5.36 -0.84
H -2.04 -0.19 -0.37
H 2.07 -8.42 -1.85
H 5.44 1.23 -3.91
H 5.08 5.12 0.70
C 0.48 3.22 4.97
C 2.74 -0.24 -2.49
O -0.80 -0.88 4.14
S -2.16 -1.11 4.56
P 0.54 0.58 -1.08
C -1.35 3.97 -2.56
C -3.72 3.23 0.25
C 0.55 4.77 3.15
H 4.38 -0.99 -3.64
H -1.51 5.01 -2.32
H 2.41 3.37 0.85
C -0.59 -3.50 -4.41
F -2.68 1.36 3.84
H 2.26 3.02 -1.67
P -0.49 -4.48 -0.47
H 4.43 -4.98 -0.94
H -3.11 -4.79 -1.79
S -3.19 -2.97 3.16
O -4.08 -3.65 4.01
C -0.39 1.84 -2.01
F -2.28 1.25 5.96
H 4.39 3.22 -2.92
H 0.99 5.30 5.18
C -0.05 2.47 2.74
F -4.61 -4.10 1.17
C 3.92 -0.12 -3.21
C -0.60 3.18 -1.71
H 2.35 -3.70 -0.43
C -2.81 -4.20 -3.84
H 0.01 1.21 4.47
H 4.65 6.28 1.98
F -5.03 -2.03 1.57
N -3.09 -1.39 3.33
H -2.48 4.07 -4.37
C 0.18 3.77 2.28
H 2.76 0.41 0.24
H 0.13 -3.17 -5.14
C 0.99 -6.69 -1.25
C -2.51 0.78 -0.19
H 0.81 -3.47 -2.78
H -2.14 3.62 1.62
C -2.84 0.60 4.94
H -2.21 -3.60 -5.80
C -1.69 2.11 -4.02
C -4.27 2.34 -0.66
C 3.46 -5.46 -1.02
H 4.05 2.73 0.56
H -4.09 0.43 -1.59
H -2.12 1.68 -4.92
C 4.31 5.43 1.39
Se 0.14 -2.40 0.19
C -1.10 -4.16 -2.16
H 1.84 -0.24 1.61
C -1.90 3.44 -3.71
C 4.51 1.13 -3.36
H 2.25 -1.19 -2.34
H -5.18 2.60 -1.19
C -1.92 1.69 0.69
S 3.94 4.08 2.54
P -0.45 1.09 1.61
H -4.20 4.17 0.44
H 3.40 5.70 0.86
H 4.28 -7.34 -1.64
Ca -1.25 -1.62 2.27
C -3.66 1.12 -0.88
Se -1.81 -5.68 0.66
C 2.14 -7.39 -1.54
F -3.27 -2.55 0.45
C -1.90 -3.75 -4.78
C 0.12 2.21 4.10
H -0.17 3.59 -0.81
H 0.08 3.98 1.22
C 2.15 0.89 -1.93
C 2.31 -4.75 -0.73

Values from the calculation:
- E (eV) = -281166.5480
- energy above the lowest of the compared OMol25 structures with the same formula, charge and spin (kcal/mol) = 96.1
- 2S+1 = 1
- HOMO level (hartree) = -0.269


[2]
Below is a structure of composition C42H39FNO3PPb, with properties calculated with wB97M-V/def2-TZVPD.

Positions of all 88 atoms, in Å:
C 1.16 2.93 2.13
H -7.86 3.22 -0.60
C -3.63 2.63 0.23
H 2.96 0.33 3.31
C -0.43 -2.16 -3.04
H -7.02 -0.07 1.16
H 0.51 2.58 4.75
C -5.01 2.41 0.32
P -0.10 -0.37 -2.65
C 1.02 0.95 -6.36
H 4.25 0.79 1.27
Pb 0.34 0.52 0.28
H -4.41 -1.45 -2.16
C -7.66 1.98 1.16
C -1.36 -4.79 -3.61
C 2.94 -0.84 -2.94
H -4.66 2.94 -3.41
C -0.51 -3.16 -2.01
C 1.87 3.18 0.96
H 2.65 -0.39 -1.99
H -2.76 -1.93 -1.90
C -6.93 0.81 0.52
H -6.07 5.61 0.02
H 1.58 4.01 0.33
O -1.44 1.82 0.26
H -2.33 3.81 -3.35
C -7.40 3.27 0.39
C 3.37 1.38 1.49
C 0.27 0.66 -5.24
H -5.03 -0.88 0.68
H -3.45 -2.00 -3.53
H -8.47 0.32 -0.90
C 2.98 0.12 -5.25
C -1.15 -3.84 -4.61
H -6.92 -0.43 -1.25
H 2.98 0.91 -7.24
C -5.92 3.49 0.25
C -1.70 0.50 -2.88
H -1.37 -4.10 -5.64
H 4.04 -0.09 -5.26
H -0.47 2.26 -3.03
C -1.05 -4.45 -2.32
O -3.09 -2.11 0.69
H -8.73 1.75 1.18
C 0.87 0.09 -4.12
C 0.05 -2.99 -0.78
H 0.32 3.57 2.40
H -0.03 -3.76 -0.02
C -2.49 -1.08 0.47
C -2.69 1.52 0.31
C 2.64 1.12 2.65
C -0.71 -2.54 -4.33
O -1.22 -1.05 0.17
H -7.34 2.09 2.20
C 2.38 0.68 -6.37
C 2.24 -0.19 -4.11
H -7.16 1.29 -1.59
H -5.06 0.54 -3.06
H 4.02 -0.74 -3.04
C 0.77 1.64 4.26
C 1.53 1.89 2.99
H 0.55 1.39 -7.23
H -2.07 4.11 -0.02
C -3.83 2.27 -3.25
C -2.53 2.76 -3.22
F -3.59 6.20 -0.22
H -0.79 0.88 -5.24
C -4.03 4.96 -0.03
C -3.24 0.23 0.46
C -3.14 3.93 0.05
H -0.17 1.11 4.07
C -1.48 1.87 -3.03
H 3.55 2.62 -0.25
C -3.01 0.00 -2.86
H -1.74 -5.77 -3.86
H -7.85 4.12 0.90
C -4.62 0.11 0.55
C -7.39 0.48 -0.89
H -0.63 -1.83 -5.14
C -3.41 -1.42 -2.60
C -5.41 4.76 0.07
H 2.71 -1.91 -2.90
C -4.05 0.92 -3.06
N -5.47 1.11 0.49
H 1.35 1.04 4.96
H 0.69 -2.16 -0.57
H -1.15 -5.17 -1.51
C 2.98 2.41 0.64

Values from the calculation:
- E (eV) = -69061.7690
- net charge = +2
- energy above the lowest of the compared OMol25 structures with the same formula, charge and spin (kcal/mol) = 0.0
- 2S+1 = 1
- HOMO level (hartree) = -0.492


[3]
Below is a structure of composition C42H39HgN2O3Si, with properties calculated with wB97M-V/def2-TZVPD.

Positions of all 88 atoms, in Å:
C 2.61 0.64 -2.85
H -1.66 0.83 4.98
H -3.66 -3.80 1.29
C -0.16 1.48 3.54
H -4.21 -5.54 2.99
C 3.02 1.47 -0.01
C -5.07 0.79 -4.26
H 5.57 1.92 2.20
C -0.92 -3.51 3.22
H -2.61 -5.96 4.85
C 4.13 1.18 0.79
H 0.04 2.45 4.03
H -4.62 3.57 -0.34
C -1.22 -4.48 4.18
H 2.23 -1.49 1.36
H 4.51 0.17 0.84
C 3.95 -3.57 -1.38
N -2.08 -1.04 -0.73
C 4.23 3.46 1.54
H 1.86 0.72 3.77
C -3.29 -4.97 3.06
C -1.82 -3.25 2.17
H -0.50 -4.64 4.97
H -3.50 3.08 -1.61
C 3.80 -4.09 -0.10
C 2.55 2.78 -0.02
H -4.62 1.91 -0.96
C -2.39 -5.21 4.10
H -2.46 0.10 2.81
H -5.37 -0.80 -2.86
H 0.19 -2.23 2.46
C 3.49 -2.29 -1.66
H -6.06 0.69 -4.69
C 3.14 3.77 0.74
H 4.41 -4.17 -2.15
H 4.72 0.44 -2.52
C 2.73 -2.05 0.59
H 0.58 0.98 -3.52
H 5.36 1.04 -4.81
C 3.18 -3.33 0.89
C 1.16 0.97 2.97
C -3.40 0.03 -2.60
C 2.00 1.31 -5.10
C -1.49 -2.20 1.16
C 3.33 1.33 -5.47
C 4.73 2.17 1.57
C -1.15 1.76 2.43
O 0.23 -2.83 3.31
H 1.67 3.02 -0.62
C -0.69 0.52 4.60
C 4.32 1.02 -4.53
C -4.67 -0.05 -3.23
C -3.18 1.28 1.19
O -1.31 1.22 -2.58
C -2.92 1.86 -4.15
H 3.02 -3.74 1.87
H -3.98 -1.54 -1.29
C -3.16 -0.86 -1.54
C -2.28 0.98 2.21
H 3.61 -1.91 -2.67
C -4.19 1.76 -4.74
Si 2.12 0.18 -1.07
H 1.23 1.56 -5.82
H -4.47 2.42 -5.54
H 3.62 1.60 -6.48
H 4.14 -5.10 0.12
H 0.01 0.47 5.44
H -0.05 3.44 1.69
H -4.03 0.63 1.03
C -2.49 1.05 -3.10
C -0.94 2.84 1.56
C -3.99 2.75 -0.69
H 4.69 4.23 2.16
C 1.63 0.97 -3.80
C 3.95 0.68 -3.24
C 2.88 -1.51 -0.69
H 0.98 0.09 2.37
H 2.74 4.78 0.72
C -2.98 2.38 0.36
H -1.63 3.97 -0.12
C -1.83 3.13 0.55
N -2.34 -2.02 0.21
C -2.99 -4.01 2.11
H -2.21 2.61 -4.50
Hg -0.25 0.06 -0.83
H -0.78 -0.49 4.20
O -0.38 -1.55 1.36
H 1.63 1.72 2.34

Values from the calculation:
- E (eV) = -65364.1055
- net charge = -2
- energy above the lowest of the compared OMol25 structures with the same formula, charge and spin (kcal/mol) = 1.6
- 2S+1 = 2
- HOMO level (spin up / spin down) (hartree) = 0.044 / -0.042


[4]
Below is a structure of composition C42H40BrFN3PS4Se2Sr, with properties calculated with wB97M-V/def2-TZVPD.

Positions of all 95 atoms, in Å:
H 4.16 0.89 0.86
H 2.42 1.09 1.15
C 0.24 -2.39 1.10
C 4.14 2.08 -1.68
C 2.45 -2.64 -2.22
C -4.41 -1.95 -1.91
C 1.48 1.80 3.78
C 2.59 -2.51 2.57
C -1.24 4.12 4.25
N 0.46 0.48 -2.08
C 1.40 -1.74 -2.41
C -0.26 -3.62 -2.86
C 2.10 -1.28 2.18
H 0.55 -0.26 1.12
S -2.72 0.03 -3.99
C 0.33 3.54 -4.97
H 2.33 -3.67 -2.55
Se -2.49 0.11 2.48
H 3.42 2.51 0.91
S -4.06 1.61 -4.02
H 2.14 2.70 -5.75
C 3.27 1.47 0.59
C 0.78 -3.62 1.47
H -1.52 4.06 -3.93
N -0.95 -2.23 0.34
C 0.21 1.23 3.89
C -0.55 2.41 -3.06
C 1.46 1.61 -4.04
H 0.43 -0.86 -4.82
C 0.13 -2.17 -3.12
H -0.71 -2.16 -5.12
H -6.09 -2.98 -2.75
H -0.98 -0.23 4.90
H -3.93 2.20 3.58
C 0.24 -1.91 -4.63
H -0.17 4.17 4.05
H 2.27 0.90 -4.09
H -1.28 -3.80 -3.21
H 3.11 0.04 6.17
H 0.25 4.32 -5.72
H -0.20 -3.88 -1.80
C 3.63 -2.26 -1.62
C 0.00 0.24 4.84
C 2.51 1.39 4.61
H 4.71 -0.64 -0.74
H -3.70 5.87 5.78
C -1.85 5.13 4.98
F -1.50 2.31 -2.10
H 0.87 -0.98 6.38
Sr -1.77 0.17 -0.84
Br 4.19 -2.60 3.59
C 1.37 2.63 -4.98
H -0.66 -1.51 -2.78
N -3.32 -1.98 -1.16
C 2.30 0.39 5.54
H 4.27 3.11 -1.34
C -2.99 -3.14 -0.58
C 0.93 -1.23 1.43
H 3.50 1.83 4.50
S -4.58 1.47 -0.74
C 1.04 -0.18 5.66
H 1.65 2.55 3.01
C -3.22 5.09 5.22
H -1.62 -4.14 0.75
C -0.65 3.41 -3.98
C 0.49 1.45 -3.02
C -1.77 -3.19 0.23
C -3.97 4.03 4.71
H 2.62 -0.38 2.45
H -1.26 5.95 5.37
H 3.92 2.11 -2.75
C 1.95 -3.69 2.21
C 2.77 -0.01 -1.38
H 0.32 -4.55 1.17
C 3.00 1.41 -0.91
H -3.42 -5.21 -0.23
H 5.08 1.55 -1.53
C -1.99 3.06 3.76
C -3.36 3.02 3.98
H 1.04 -2.51 -5.06
H 2.08 1.97 -1.10
Se -0.29 2.62 1.01
H 2.37 -4.65 2.49
H 4.44 -2.97 -1.48
C -4.87 -4.26 -1.52
H -5.04 4.00 4.87
S -5.50 1.26 -2.58
H -4.67 -0.99 -2.36
C -5.21 -3.07 -2.12
C 3.78 -0.94 -1.21
H -5.47 -5.15 -1.67
C -3.73 -4.30 -0.73
C 1.54 -0.40 -1.98
H 0.39 -4.32 -3.40
P -1.15 1.76 2.77

Values from the calculation:
- E (eV) = -305600.5181
- net charge = -2
- energy above the lowest of the compared OMol25 structures with the same formula, charge and spin (kcal/mol) = 10.3
- 2S+1 = 1
- HOMO level (hartree) = -0.036